This record from the OMol25 dataset describes 2 unconnected molecules or ions with the total composition C33H43O2Si2 at a distorted geometry. The level of theory is wB97M-V/def2-TZVPD.

Output
LUMO energy ... -5.37 eV
Spin multiplicity ... 1
E_HOMO ... -9.6707 eV
Kohn-Sham gap ... 4.30 eV
Net charge ... +1
Calculated total energy ... -2012.58985 a.u.

Positions of all 80 atoms, in Å:
C 4.059 0.283 3.024
Si 2.498 1.269 2.833
C 2.438 2.626 4.106
C 2.085 1.855 1.123
O 1.171 0.343 3.309
C 0.623 -0.858 2.964
C -0.668 -0.852 2.488
O -1.332 0.325 2.359
Si -2.188 1.167 3.560
C -1.080 2.631 3.908
C -3.722 1.653 2.656
C -2.431 0.120 5.080
C -1.380 -2.112 2.166
C -0.911 -3.250 3.062
C 0.612 -3.350 3.110
C 1.242 -2.054 3.598
H 4.886 0.835 2.557
H 4.296 0.162 4.090
H 4.023 -0.717 2.575
H 3.233 3.352 3.900
H 1.496 3.177 4.129
H 2.605 2.208 5.106
H 2.917 2.452 0.732
H 1.881 1.039 0.418
H 1.189 2.488 1.151
H -1.547 3.310 4.638
H -0.118 2.295 4.316
H -0.895 3.186 2.976
H -4.410 2.224 3.288
H -3.454 2.279 1.795
H -4.258 0.776 2.277
H -3.092 0.669 5.769
H -2.905 -0.847 4.865
H -1.490 -0.074 5.615
H -2.470 -1.967 2.248
H -1.171 -2.330 1.107
H -1.291 -3.056 4.074
H -1.343 -4.192 2.714
H 0.898 -4.187 3.762
H 1.028 -3.566 2.120
H 2.327 -2.054 3.409
H 1.108 -1.995 4.697
C 5.372 -5.392 -2.995
C 4.709 -4.273 -3.521
C 3.520 -3.830 -2.946
C 2.935 -4.533 -1.865
C 1.657 -4.112 -1.291
C 1.335 -2.734 -1.324
C 0.094 -2.156 -1.093
C -0.374 -0.944 -1.724
C -1.759 -0.631 -1.700
C -2.292 0.329 -2.554
C -1.460 1.039 -3.432
C -0.074 0.828 -3.386
C 0.472 -0.141 -2.540
C 0.769 -5.139 -0.744
C -0.173 -4.838 0.257
C -1.151 -5.746 0.655
C -1.109 -7.068 0.195
C -0.125 -7.429 -0.736
C 0.769 -6.479 -1.228
C 3.649 -5.621 -1.309
C 4.845 -6.051 -1.875
H 6.319 -5.718 -3.423
H 5.116 -3.741 -4.382
H 3.010 -2.952 -3.356
H 2.146 -2.076 -1.638
H -0.721 -2.804 -0.782
H -2.415 -1.200 -1.038
H -3.370 0.494 -2.579
H -1.881 1.775 -4.124
H 0.586 1.390 -4.056
H 1.549 -0.327 -2.539
H -0.115 -3.864 0.734
H -1.965 -5.422 1.307
H -1.829 -7.802 0.561
H -0.061 -8.450 -1.106
H 1.486 -6.762 -2.001
H 3.253 -6.114 -0.415
H 5.360 -6.908 -1.441

This record from the OMol25 dataset describes a molecular structure, C33H44As2FFeN3O8 at a distorted geometry. The level of theory is wB97M-V/def2-TZVPD.

Output
LUMO energy (alpha / beta) ... -1.72 / -1.72 eV
Spin multiplicity ... 1
E_HOMO (alpha / beta) ... -6.4231 / -6.4970 eV
Kohn-Sham gap (alpha / beta) ... 4.70 / 4.78 eV
Calculated total energy ... -7885.11261 a.u.

Positions of all 92 atoms, in Å:
Fe -1.257 0.212 -1.483
F 1.046 3.323 3.967
C 1.613 2.257 3.353
C 0.936 1.653 2.329
C 1.510 0.592 1.653
C 0.782 -0.011 0.506
O -0.307 0.472 0.202
C 1.450 -1.081 -0.176
C 2.673 -1.454 0.260
N 3.347 -0.909 1.309
C 4.711 -1.301 1.571
C 5.018 -2.108 2.804
C 5.094 -2.737 1.442
C 2.777 0.134 2.021
C 3.441 0.749 3.089
C 2.880 1.818 3.751
N 3.627 2.416 4.817
C 4.955 2.924 4.453
C 5.880 2.753 5.678
N 4.964 2.549 6.850
C 3.956 3.664 6.871
C 2.976 3.387 5.705
C 0.874 -1.848 -1.368
O 1.534 -2.811 -1.760
O -0.221 -1.429 -1.844
H -0.027 2.035 2.002
H 3.181 -2.245 -0.275
H 5.443 -0.560 1.271
H 4.179 -2.385 3.429
H 5.939 -1.901 3.334
H 4.322 -3.445 1.177
H 6.066 -2.955 1.025
H 4.409 0.380 3.402
H 4.896 3.979 4.162
H 5.354 2.374 3.608
H 6.491 3.633 5.859
H 6.519 1.875 5.607
H 5.447 2.401 7.731
H 4.415 1.725 6.568
H 4.499 4.596 6.736
H 3.461 3.679 7.837
H 2.736 4.326 5.206
H 2.051 2.960 6.084
O -1.609 3.916 -0.290
C -1.324 2.877 -0.863
O -2.146 1.886 -1.041
C 0.068 2.604 -1.455
O 1.027 3.314 -1.178
O 0.102 1.568 -2.236
C -3.748 -4.588 -2.941
As -2.808 -2.869 -2.860
C -1.343 -3.380 -4.056
C -3.861 -1.890 -4.216
C -4.948 -2.494 -4.851
C -5.615 -1.875 -5.899
C -5.185 -0.638 -6.346
C -4.125 -0.013 -5.704
C -3.467 -0.604 -4.625
As -2.038 0.417 -3.719
C -0.627 0.288 -5.039
C -2.613 2.228 -4.059
H -3.797 -4.989 -3.953
H -4.753 -4.496 -2.529
H -3.185 -5.280 -2.314
H -1.720 -3.782 -4.996
H -0.717 -4.114 -3.547
H -0.724 -2.504 -4.239
H -5.289 -3.466 -4.524
H -6.457 -2.368 -6.371
H -5.670 -0.156 -7.186
H -3.813 0.960 -6.057
H -1.004 0.596 -6.013
H -0.239 -0.727 -5.095
H 0.166 0.953 -4.701
H -2.750 2.415 -5.120
H -1.828 2.874 -3.674
H -3.531 2.433 -3.513
C -2.140 -2.551 1.010
C -2.747 -1.164 1.098
O -3.123 -0.711 -0.193
C -4.524 -0.558 -0.435
C -4.950 0.891 -0.540
H -1.835 -2.898 2.003
H -1.268 -2.538 0.353
H -2.858 -3.259 0.595
H -2.021 -0.454 1.499
H -3.619 -1.160 1.758
H -5.073 -1.066 0.364
H -4.744 -1.085 -1.367
H -4.933 1.385 0.433
H -5.965 0.944 -0.946
H -4.268 1.439 -1.184

This record from the OMol25 dataset describes a molecular structure, C33H44AsN4ORuSSi. The level of theory is wB97M-V/def2-TZVPD.

Output
LUMO energy (alpha / beta) ... -4.35 / -7.44 eV
Spin multiplicity ... 6
Expectation value of S² ... 8.8048
E_HOMO (alpha / beta) ... -12.8098 / -13.4498 eV
Kohn-Sham gap (alpha / beta) ... 8.46 / 6.01 eV
Net charge ... +2
Calculated total energy ... -4596.01674 a.u.

Positions of all 86 atoms, in Å:
Ru 0.299 0.900 0.752
C -1.424 3.642 1.288
C -0.388 3.553 2.405
N 0.852 2.876 1.992
C 1.862 3.693 1.303
C 1.503 4.077 -0.127
S 0.949 2.683 -1.168
C -0.746 3.178 -1.621
C -1.870 2.484 -0.852
N -1.598 2.355 0.589
H -1.131 4.396 0.562
H -2.369 3.990 1.715
H -0.801 2.967 3.227
H -0.188 4.559 2.789
H 1.289 2.503 2.827
H 2.780 3.103 1.290
H 2.073 4.614 1.859
H 2.389 4.497 -0.601
H 0.736 4.848 -0.164
H -0.851 2.944 -2.679
H -0.796 4.262 -1.540
H -2.010 1.472 -1.239
H -2.796 3.039 -1.041
H -2.368 1.850 1.014
C 3.783 -0.688 0.598
C 2.995 -0.948 1.841
C 3.499 -1.812 2.849
C 2.760 -2.044 3.995
C 1.520 -1.450 4.135
C 1.034 -0.612 3.093
N 1.830 -0.366 1.984
N -0.139 -0.018 3.036
Si -1.476 -0.119 4.221
C -2.930 0.676 3.367
C -0.951 0.847 5.725
C -1.872 -1.901 4.599
H 3.995 -1.627 0.085
H 4.742 -0.228 0.842
H 3.226 -0.036 -0.073
H 4.468 -2.273 2.711
H 3.146 -2.689 4.772
H 0.916 -1.618 5.014
H -2.789 1.750 3.223
H -3.835 0.552 3.964
H -3.112 0.203 2.398
H -0.737 1.890 5.486
H -0.063 0.422 6.196
H -1.750 0.842 6.469
H -1.819 -2.519 3.700
H -2.891 -1.971 4.984
H -1.216 -2.340 5.352
O 0.102 -0.560 -0.709
As -0.109 -1.292 -2.208
C 0.392 -0.111 -3.615
C 1.740 0.034 -3.935
C 2.116 0.960 -4.895
C 1.152 1.732 -5.530
C -0.193 1.580 -5.215
C -0.578 0.657 -4.253
C -1.951 -1.734 -2.397
C -2.445 -2.156 -3.628
C -3.779 -2.518 -3.734
C -4.606 -2.456 -2.620
C -4.107 -2.035 -1.395
C -2.773 -1.674 -1.277
C 1.025 -2.819 -2.228
C 1.502 -3.304 -1.015
C 2.309 -4.432 -1.008
C 2.632 -5.062 -2.203
C 2.152 -4.573 -3.410
C 1.343 -3.447 -3.428
H 2.489 -0.577 -3.444
H 3.160 1.075 -5.155
H 1.448 2.447 -6.285
H -0.940 2.171 -5.728
H -1.628 0.521 -4.018
H -1.803 -2.195 -4.500
H -4.174 -2.847 -4.686
H -5.645 -2.742 -2.707
H -4.758 -1.997 -0.531
H -2.363 -1.355 -0.325
H 1.238 -2.801 -0.093
H 2.680 -4.827 -0.072
H 3.260 -5.943 -2.193
H 2.407 -5.068 -4.337
H 0.975 -3.061 -4.372